(1)
17
Properties=species:S:1:pos:R:3:forces:R:3:mulliken_charge:R:1 method="wB97M-V/def2-TZVPD" charge=0 gap_ev=8.88 relative_energy_kcal_mol=87.4
C -0.30675 0.14260 -1.31486 -3.2 2.6 -2.1 -0.57
C -0.49499 -2.18721 0.73407 2.8 -1.1 1.2 -1.33
C 1.28965 1.22444 0.33298 2.5 -1.6 2.0 -0.97
C 0.33851 -0.96147 0.86924 -0.6 2.5 -0.7 0.81
O 1.45876 2.20433 -0.59698 -3.4 6.0 2.3 -0.53
Cl 0.97866 -0.52960 2.46272 0.0 -1.1 0.1 -0.24
C 0.36634 0.11461 0.01016 0.0 -3.0 0.1 0.37
H 1.12328 1.65793 1.30745 -0.8 -0.1 0.4 0.45
H -0.02001 -3.16743 1.01649 0.1 1.1 0.2 0.33
C -1.68518 0.40636 -1.45885 3.1 -1.0 4.3 -0.66
H -2.11426 0.78454 -2.33338 -0.5 0.1 -1.4 0.36
H 2.30402 0.77417 0.57447 -0.7 0.1 -0.6 0.35
H -0.68505 -2.33226 -0.26880 -1.0 0.0 -2.2 0.45
H 0.86998 3.05175 0.08828 2.9 -3.3 -4.3 0.40
H -1.32932 -2.09872 1.34201 -2.0 0.1 0.9 0.32
H 0.23262 0.48909 -2.27644 -0.2 -1.1 1.8 0.24
H -2.32627 0.42687 -0.48856 1.0 -0.3 -1.9 0.21


(2)
18
Properties=species:S:1:pos:R:3:forces:R:3:mulliken_charge:R:1 method="wB97M-V/def2-TZVPD" charge=0 gap_ev="6.37 / 8.74" relative_energy_kcal_mol=118.1
Cl -2.09553 -0.82788 -2.44446 0.1 -0.5 0.2 -0.15
S 0.01747 1.03045 -1.98903 1.0 -1.7 0.9 0.45
C -0.53680 -0.50883 1.83407 -0.8 -0.4 0.1 -0.26
H 2.15935 -0.21698 -1.51963 -1.4 -0.2 -0.2 0.39
H -2.31554 1.06303 -1.24506 -0.6 1.3 0.8 0.47
H -0.38450 1.30414 0.38475 -0.2 -0.2 1.3 0.14
H -0.49860 -0.59883 2.98435 -0.1 0.3 -1.8 0.25
C 1.12903 -0.24361 0.42479 0.9 2.1 -2.5 0.44
H 0.57418 1.42399 2.00198 -0.4 -1.4 -2.3 0.29
C 0.15228 0.70524 1.14187 -0.2 2.2 2.2 -0.54
H 0.32024 -2.36300 0.70794 0.4 0.6 0.2 0.35
C 0.45161 -1.31915 1.04429 -1.3 -3.1 1.5 -0.95
O 0.31189 2.23036 -1.22610 0.4 1.9 0.1 -0.58
H 2.12911 0.14434 0.61956 0.4 -0.9 0.4 0.45
H -1.59041 -0.66903 1.46201 0.8 0.0 0.7 0.19
C -1.50160 0.41180 -1.37165 0.1 -1.4 -1.6 -0.40
H 0.57993 -1.20250 -1.64783 0.6 -0.3 0.7 0.44
C 1.09790 -0.36354 -1.16184 0.1 1.6 -0.6 -0.98


(3)
17
Properties=species:S:1:pos:R:3:forces:R:3:mulliken_charge:R:1 method="wB97M-V/def2-TZVPD" charge=0 gap_ev=8.17 relative_energy_kcal_mol=46.4 smiles="C[C@H](Cl)[C@H]1CCC1=S"
H -2.36227 -1.41045 -0.55208 2.8 1.0 0.1 0.28
H 0.31811 1.58397 1.87249 0.3 1.0 0.3 0.32
C -0.17219 -2.18573 -0.69646 1.4 -3.2 1.0 -0.41
H -0.58185 -0.71234 1.43076 0.5 1.2 -2.1 0.29
C -0.32935 1.06838 0.01847 0.5 3.9 1.0 -0.04
H 0.00583 -2.58992 -1.66769 0.6 0.0 -0.9 0.30
C 0.81532 -1.14905 -0.11049 3.6 -2.5 0.4 -0.32
Cl -2.02819 1.73351 0.01297 0.3 -0.2 0.2 -0.21
S 2.50298 -1.12043 0.09289 -3.4 0.2 -0.6 -0.23
H -0.00757 1.18582 -0.97088 0.2 0.1 -1.7 0.39
C -1.20171 -1.12248 -0.66787 -2.9 -0.4 -1.3 -0.65
C 0.58088 1.98676 0.88277 1.4 -2.7 0.6 -1.14
H -0.29381 -3.20139 -0.12597 0.2 2.2 -0.2 0.22
H 0.46782 3.06132 0.78006 -0.2 -0.2 -0.1 0.38
H 1.70310 1.65027 0.75238 -2.2 0.8 0.0 0.22
C -0.32817 -0.33554 0.31755 -2.1 -1.4 2.5 0.35
H -1.00648 -0.68400 -1.68958 -1.0 0.2 1.0 0.24


(4)
17
Properties=species:S:1:pos:R:3:forces:R:3:mulliken_charge:R:1 method="wB97M-V/def2-TZVPD" charge=0 gap_ev=8.08 relative_energy_kcal_mol=139.0
C 0.38092 -0.70600 1.33128 0.4 0.2 -1.7 -0.78
C -0.15365 0.70517 1.47896 0.2 0.0 -1.5 0.53
H -0.82651 -0.79534 -3.28517 0.4 -1.9 0.4 0.24
S 0.95939 -0.92064 -0.44819 -0.4 -0.9 0.1 -0.03
H -0.34807 -1.50254 1.47017 0.1 0.2 0.3 0.46
Cl -2.07984 2.03248 0.23397 -0.2 0.9 -0.4 -0.06
H 0.45921 2.79822 1.19604 0.9 -1.7 -0.2 0.37
C -1.60999 0.72093 1.13983 0.2 -1.1 0.0 -0.46
H -0.36627 0.93135 2.49256 0.1 0.1 1.9 0.37
H -1.08035 -2.60919 -2.58755 0.2 2.0 0.0 0.26
H 1.35079 -0.90385 1.76811 -0.1 0.1 0.9 0.42
H 1.89521 1.54746 1.35570 -1.5 0.4 -0.4 0.32
H 0.91971 1.72837 -0.25039 -0.2 -0.1 2.8 0.31
H 0.54769 -2.12398 -2.95787 -0.9 1.2 0.2 0.27
C -0.43891 -1.64686 -2.61069 0.6 -0.6 -1.0 -0.83
C 0.83885 1.73435 0.95266 0.6 1.7 -2.0 -1.32
C -0.44818 -0.98992 -1.27943 -0.3 -0.7 0.8 -0.05


(5)
17
Properties=species:S:1:pos:R:3:forces:R:3:mulliken_charge:R:1 method="wB97M-V/def2-TZVPD" charge=0 gap_ev=9.83 relative_energy_kcal_mol=7.7 smiles="SC1(CCl)CC=CC1"
C 1.41539 -0.11581 1.23105 -0.3 1.9 0.4 -0.79
H -1.07388 -1.34482 1.39100 0.2 -0.1 0.2 0.40
H -0.76246 2.21611 0.40647 -1.3 0.6 1.4 0.12
H 0.19513 -0.99476 -1.82477 -0.5 0.8 -0.2 0.41
C 0.14664 0.00530 0.28642 2.0 0.1 -0.9 0.48
S 0.07945 1.71895 -0.41375 1.4 -1.0 -1.4 -0.17
H 1.56252 0.80618 1.84353 -0.3 -0.7 -0.3 0.32
C 0.63927 -0.98236 -0.84119 -0.7 -0.1 0.1 -0.93
H 0.36889 -1.97619 -0.48957 0.2 -0.4 0.3 0.30
H -1.41481 0.37685 1.77494 0.3 -0.8 -1.1 0.41
C 2.55552 -0.34568 0.29387 1.7 -0.2 -0.9 -0.25
H 1.29644 -0.95584 1.89235 -0.1 -0.5 0.5 0.34
H 3.67808 -0.24001 0.40214 -1.6 0.1 0.6 0.30
Cl -2.49244 -0.50709 -0.20384 0.0 0.2 0.1 -0.18
C 2.11781 -0.81224 -0.86708 0.1 -0.1 0.7 -0.37
H 2.78196 -1.13216 -1.64653 -0.1 0.0 -0.4 0.43
C -1.12990 -0.35554 0.95289 -1.0 0.3 1.1 -0.82


(6)
22
Properties=species:S:1:pos:R:3:forces:R:3:mulliken_charge:R:1 method="wB97M-V/def2-TZVPD" charge=0 gap_ev="5.53 / 5.42" relative_energy_kcal_mol=56.8 s2=20.015 spin_multiplicity=9
H 3.23756 -0.14874 2.18299 -0.2 0.0 -0.2 0.39
H 0.47622 0.11375 2.56460 0.2 -0.1 0.0 0.32
C -1.55221 0.70288 0.66076 -1.1 0.6 -2.4 -0.42
H -1.43050 -1.17609 -0.62065 0.5 0.4 2.4 0.21
C 1.04250 -0.63813 1.98581 -0.6 0.1 0.3 -0.09
H -0.75601 1.21515 -3.22338 -1.4 0.1 0.7 0.35
O 0.27413 -0.90465 0.79574 0.8 -0.1 -0.5 -0.28
O 2.32448 0.75081 0.50679 1.7 -2.0 0.2 -0.70
C -0.63713 0.65396 -2.28661 0.6 -1.4 1.1 0.00
H -1.43540 -1.13866 -3.15024 0.0 -0.1 0.6 0.36
H -1.55523 -1.19317 1.68455 -0.4 -0.5 -0.7 0.42
H 1.13842 -1.55454 2.58607 0.0 0.2 -0.1 0.32
C -1.13698 -0.68952 0.80829 0.0 -0.3 -2.6 -0.36
C 2.36251 -0.12274 1.52714 0.3 -0.3 0.2 -0.57
C -0.75048 -0.78179 -2.36415 2.2 1.7 -1.6 -0.62
Mg 1.46457 -0.48934 -0.92696 -1.2 -0.1 -0.1 0.97
O -0.74493 1.72362 1.04636 -1.2 -0.7 1.2 -0.76
Eu 0.95156 2.35941 0.08251 0.6 4.4 0.0 1.29
O 0.46574 -1.41195 -2.31705 -0.4 -0.6 1.4 -0.59
H -1.60807 0.76690 -0.92304 -0.2 0.5 2.2 0.19
O 0.47407 1.14770 -1.59783 -0.4 -1.6 -2.0 -0.83
H -2.60480 0.81516 0.97831 0.3 0.0 -0.2 0.39


(7)
16
Properties=species:S:1:pos:R:3:forces:R:3:mulliken_charge:R:1 method="wB97M-V/def2-TZVPD" charge=0 gap_ev=10.04 relative_energy_kcal_mol=70.5
C -1.31012 -0.05262 0.78347 -0.7 -0.1 -0.3 0.10
H 1.84463 -1.13149 -1.90348 0.0 -0.5 -0.8 0.28
H -2.61113 0.51466 -0.94883 0.5 0.5 1.8 0.26
H 1.50946 0.29247 1.60624 1.9 0.0 -1.0 0.15
C 2.41220 0.23381 0.87842 -1.8 0.7 1.4 -0.62
H -1.19682 0.11263 1.86540 0.7 -0.2 -0.7 0.31
H 1.90536 0.74259 -2.47489 -0.3 -1.8 1.9 0.22
C -2.48811 0.67185 0.18975 -2.1 1.7 -1.0 -1.01
C 1.91636 -0.09682 -1.65691 0.2 1.8 -0.6 -0.66
F -0.96025 -1.44129 -1.01989 -0.4 -0.8 -3.1 -0.26
H -2.58441 1.84513 0.44176 0.8 -2.6 -0.7 0.25
H 3.43380 0.47200 1.23213 -0.8 -0.5 -0.3 0.27
H 0.15692 -1.58171 0.68333 -0.7 0.5 -1.0 0.49
C -0.61836 -0.99333 0.12098 0.4 0.8 5.3 -0.43
H -3.49347 0.31148 0.57724 1.2 0.0 -0.1 0.26
C 2.08393 0.10062 -0.37471 1.0 0.5 -0.6 0.40